Record 1
Computed, not measured: a gas-phase ion, C5H6Cl3N2O4 (charge +1) at a distorted geometry, with ωB97M-V/def2-TZVPD.

Properties
Structure (SMILES) = COC(=O)/C(=C(\[NH3+])C(Cl)(Cl)Cl)[N+](=O)[O-]
Total charge = +1
LUMO energy = -4.91 eV
Multiplicity = 1

Atoms and positions in Å:
1 C 1.86269 -1.70299 0.34084
2 O 0.33534 -1.71536 0.27538
3 C -0.19136 -0.58261 -0.08450
4 O 0.37761 0.39776 -0.56299
5 C -1.69885 -0.72034 -0.07099
6 C -2.49620 0.35362 -0.21811
7 N -1.89171 1.62761 -0.61822
8 C -4.05764 0.21500 -0.10250
9 Cl -4.59707 -1.32165 -0.75528
10 Cl -4.32158 0.32203 1.62509
11 Cl -4.78848 1.66496 -0.93085
12 N -2.02421 -2.07788 0.35370
13 O -1.68299 -2.85938 -0.49338
14 O -2.42156 -2.20533 1.46761
15 H 2.23846 -2.46268 -0.33880
16 H 2.08669 -1.82258 1.40615
17 H 2.24273 -0.88297 -0.09223
18 H -0.89776 1.51903 -0.70724
19 H -2.16229 2.55373 -0.11613
20 H -2.27645 1.75822 -1.51770

Forces on atoms 1 to 2 (eV/Å):
C -2.02 -2.95 1.13
O 2.69 1.10 0.33

Record 2
Computed, not measured: a single C17H27N5O3S molecule at a distorted geometry, with ωB97M-V/def2-TZVPD.

Properties
Structure (SMILES) = CCC(=O)NN1CCN(c2ccncc2S(=O)(=O)N2CCCCC2)CC1
LUMO energy = 0.50 eV
Multiplicity = 1

Atoms and positions in Å:
1 C -1.53160 5.24462 0.63915
2 C -2.27063 4.09617 1.32459
3 C -2.11935 2.82754 0.50606
4 O -2.90397 2.49456 -0.35720
5 N -1.01919 2.08428 0.76672
6 N -0.10560 2.40533 1.77482
7 C -0.08156 1.42289 2.84005
8 C 0.51076 0.07157 2.40425
9 N 1.61110 0.28277 1.47208
10 C 2.27164 -0.77877 0.92373
11 C 3.67935 -0.85660 0.91339
12 C 4.30052 -1.97350 0.40028
13 N 3.65447 -3.01851 -0.10146
14 C 2.33769 -2.93703 -0.14948
15 C 1.60534 -1.86060 0.31595
16 S -0.14305 -1.81972 -0.07625
17 O -0.44704 -0.45618 -0.44044
18 O -0.91176 -2.40108 0.98845
19 N -0.21574 -2.83481 -1.39245
20 C -1.38424 -3.68934 -1.47772
21 C -2.58383 -2.95016 -2.06659
22 C -2.21515 -2.37555 -3.43246
23 C -1.00584 -1.45454 -3.28932
24 C 0.15632 -2.21323 -2.64874
25 C 2.25512 1.56833 1.61707
26 C 1.23839 2.66968 1.26488
27 H -0.46582 5.03574 0.59231
28 H -1.68100 6.17110 1.18924
29 H -1.90554 5.37754 -0.37324
30 H -3.33387 4.33048 1.38250
31 H -1.87154 3.94076 2.32591
32 H -0.90069 1.21667 0.23877
33 H 0.50263 1.85729 3.65573
34 H -1.10243 1.27167 3.19400
35 H -0.26072 -0.54000 1.94363
36 H 0.87796 -0.46387 3.29326
37 H 4.27616 -0.07005 1.34586
38 H 5.37925 -2.05559 0.40777
39 H 1.82048 -3.77217 -0.59919
40 H -1.59538 -4.03126 -0.46451
41 H -1.11847 -4.54970 -2.10164
42 H -2.85947 -2.13804 -1.39075
43 H -3.42960 -3.63426 -2.15059
44 H -3.05801 -1.81984 -3.84570
45 H -1.97668 -3.19260 -4.11939
46 H -1.26499 -0.60916 -2.65084
47 H -0.69481 -1.07305 -4.26319
48 H 0.98881 -1.53873 -2.43866
49 H 0.50889 -3.00749 -3.31615
50 H 3.09152 1.64172 0.92267
51 H 2.63485 1.71081 2.63877
52 H 1.58501 3.62160 1.68417
53 H 1.17132 2.77232 0.17991

Forces on atoms 1 to 2 (eV/Å):
C -0.09 -0.09 0.11
C -0.11 0.00 -0.10

Record 3
Computed, not measured: a molecular structure, C44H61N8O2S3SeV, with ωB97M-V/def2-TZVPD.

Properties
Total charge = -1
LUMO energy (spin up / spin down) = 2.12 / 2.11 eV
<S²> = 3.758
Multiplicity = 4

Atoms and positions in Å:
1 V -1.45518 0.66224 -0.81128
2 C 5.69443 2.95087 -1.89297
3 C 5.09918 3.62539 -0.65690
4 C 5.99136 3.28343 0.54424
5 C 5.11870 5.14369 -0.87949
6 C 3.66787 3.16639 -0.39366
7 C 2.98578 2.28650 -1.21169
8 C 1.67571 1.93092 -0.92843
9 Se 0.82173 0.56653 -1.95678
10 C 1.39545 -0.93142 -0.90198
11 C 2.63380 -1.47894 -1.18835
12 C 3.15748 -2.48744 -0.39808
13 C 2.37620 -2.87772 0.68765
14 C 1.13593 -2.35158 1.02196
15 C 0.56612 -1.35377 0.16952
16 O -0.62264 -0.84979 0.34593
17 C 0.49761 -2.91246 2.30632
18 C 1.49729 -2.78645 3.46820
19 C -0.78261 -2.20894 2.75074
20 C 0.15097 -4.39284 2.08967
21 C 4.50247 -3.15678 -0.66242
22 C 5.23768 -2.50776 -1.83541
23 C 5.39818 -3.04399 0.57874
24 C 4.28233 -4.63959 -0.99030
25 C 0.94761 2.44438 0.16306
26 O -0.31469 2.15869 0.34663
27 C 1.68313 3.28198 1.06391
28 C 2.98352 3.62607 0.73669
29 C 1.05956 3.73649 2.38518
30 C 2.02497 4.56727 3.23597
31 C 0.68824 2.49150 3.20707
32 C -0.17754 4.60835 2.13470
33 H 6.72160 3.29279 -2.03929
34 H 5.71313 1.86506 -1.78499
35 H 5.12850 3.19297 -2.79390
36 H 7.02283 3.59319 0.35528
37 H 5.65262 3.78405 1.45139
38 H 5.98213 2.20886 0.73351
39 H 6.13547 5.49274 -1.07930
40 H 4.48693 5.41356 -1.72727
41 H 4.74373 5.67395 -0.00317
42 H 3.45793 1.84381 -2.07901
43 H 3.17977 -1.08880 -2.03748
44 H 2.76912 -3.65773 1.32978
45 H 1.76938 -1.74059 3.62123
46 H 1.03871 -3.15826 4.38835
47 H 2.41498 -3.35148 3.30446
48 H -0.63586 -1.13823 2.88977
49 H -1.56829 -2.35170 2.02158
50 H -1.10876 -2.64620 3.69971
51 H 1.02919 -4.97875 1.81183
52 H -0.27069 -4.81922 3.00418
53 H -0.59281 -4.49344 1.29729
54 H 5.39680 -1.44176 -1.66488
55 H 6.21488 -2.97915 -1.96348
56 H 4.68470 -2.62301 -2.76897
57 H 5.54823 -1.99727 0.84796
58 H 4.95721 -3.54842 1.43861
59 H 6.37525 -3.49666 0.38881
60 H 3.63669 -4.74520 -1.86347
61 H 5.23360 -5.13656 -1.19957
62 H 3.80404 -5.15795 -0.15834
63 H 3.51801 4.28131 1.41051
64 H 2.94816 4.02574 3.44869
65 H 2.28090 5.51599 2.75893
66 H 1.54591 4.79417 4.19114
67 H 1.59660 2.00105 3.56472
68 H 0.08795 2.77454 4.07593
69 H 0.12764 1.77292 2.61475
70 H 0.09284 5.49337 1.55351
71 H -0.93631 4.05084 1.59810
72 H -0.60485 4.93741 3.08593
73 N -1.48335 -2.75295 -1.88963
74 C -1.86872 -1.83188 -2.79623
75 N -2.02066 -0.56611 -2.51186
76 C -2.40616 0.15658 -3.63057
77 C -2.53350 -0.55507 -4.77023
78 S -2.18195 -2.22184 -4.46052
79 C -2.65048 1.58496 -3.40766
80 C -3.37089 2.46079 -4.14458
81 S -3.40525 3.99885 -3.35237
82 C -2.47009 3.33770 -2.04958
83 N -2.15799 2.08370 -2.21966
84 N -2.01178 4.05986 -1.00171
85 H -1.58980 -2.47137 -0.91453
86 H -1.74624 -3.70951 -2.06282
87 H -2.80490 -0.20672 -5.75033
88 H -3.91217 2.28515 -5.05663
89 H -2.62653 4.74906 -0.60289
90 H -1.44997 3.50357 -0.34346
91 C -2.73055 1.93027 2.24568
92 C -3.77265 1.54521 1.24426
93 C -5.13791 1.69153 1.40405
94 C -5.73461 1.02768 0.30724
95 C -4.70056 0.51428 -0.45114
96 C -4.91075 -0.35475 -1.65488
97 N -3.48128 0.83275 0.10572
98 H -2.84886 1.36132 3.17429
99 H -2.79413 2.98839 2.51457
100 H -1.72961 1.74725 1.86763
101 H -5.62885 2.20095 2.21991
102 H -6.78768 0.90824 0.09584
103 H -5.92884 -0.75083 -1.61848
104 H -4.23164 -1.20597 -1.67282
105 H -4.80763 0.17786 -2.60500
106 C -6.92157 -4.26225 -2.26979
107 C -6.13523 -5.01101 -1.19563
108 C -5.28335 -4.10074 -0.37336
109 N -4.00177 -4.05516 -0.46150
110 N -3.42886 -3.10132 0.34104
111 C -4.30972 -2.42692 1.02343
112 N -4.01263 -1.43339 1.89034
113 S -5.94570 -2.94241 0.73858
114 H -7.55379 -4.94684 -2.83556
115 H -6.24137 -3.76546 -2.96209
116 H -7.56108 -3.49601 -1.82919
117 H -5.46002 -5.73611 -1.65273
118 H -6.82074 -5.56275 -0.54713
119 H -3.15872 -0.94186 1.64535
120 H -4.74793 -0.74595 2.02537

Forces on atoms 1 to 2 (eV/Å):
V 0.15 0.07 0.86
C 0.01 0.01 0.00

Summary of energy relative to the best compared isomer or geometry (same formula, charge and spin) in kJ/mol
0.0, 268.4, 0.0
(order as listed above)
Summary of M in g mol⁻¹
264.5, 381.5, 960.1
(order as listed above)